{
  "formula": "C15H18N8O2Zr",
  "method": "ωB97M-V with the def2-TZVPD basis set",
  "total_charge": 4,
  "homo_lumo_gap_ev": [5.546, 5.545],
  "energy_ha": -1216.173447,
  "de_lowest_ev": 0.676,
  "spin_multiplicity": 1,
  "e_homo_ev": [-22.59, -22.59],
  "symbols": ["N", "C", "C", "H", "H", "H", "N", "C", "C", "H", "H", "H", "N", "C", "C", "H", "H", "H", "Zr", "C", "O", "C", "O", "C", "C", "C", "C", "C", "C", "H", "H", "H", "H", "H", "H", "N", "N", "N", "C", "N", "N", "H", "H", "H"],
  "coordinates": [[2.3355, 2.4050, 0.2307], [1.5701, 3.2835, 0.3374], [0.8076, 4.5193, 0.4584], [-0.2665, 4.3720, 0.2543], [1.2100, 5.2458, -0.2638], [0.9421, 4.9347, 1.4749], [2.5468, -1.3970, -0.7590], [3.4312, -2.1092, -0.5149], [4.5340, -3.0006, -0.2486], [5.4127, -2.7083, -0.8381], [4.2572, -4.0378, -0.4860], [4.8158, -2.9743, 0.8120], [-1.5856, -2.1868, -0.1872], [-2.6041, -2.6422, 0.1124], [-3.9316, -3.0638, 0.4568], [-3.9103, -3.8195, 1.2513], [-4.4170, -3.4900, -0.4324], [-4.5060, -2.1879, 0.7917], [0.0751, -0.6438, -0.9296], [0.4899, -1.6731, 1.3077], [0.4552, -2.2061, 2.3371], [2.3715, 0.3371, 2.1210], [2.5341, 1.2494, 2.8009], [0.4679, 1.0790, -2.3876], [-0.8776, 1.1260, -1.9781], [-1.6976, -0.0199, -2.1405], [-1.1269, -1.2365, -2.6303], [0.2475, -1.2893, -3.0027], [1.0313, -0.1146, -2.8823], [1.0492, 1.9870, -2.2414], [-1.2870, 2.0793, -1.6302], [-2.7718, 0.0403, -1.9167], [-1.7274, -2.1385, -2.6110], [0.6937, -2.2489, -3.2897], [2.0897, -0.1343, -3.1399], [-1.2149, 1.2644, 3.8681], [-1.0647, 1.5584, 2.5242], [-2.1748, 2.0389, 1.8738], [-2.0155, 1.5515, 0.6622], [-0.9130, 0.7341, 0.5503], [-0.3642, 0.6604, 1.7606], [-0.3045, 1.1331, 4.2870], [-1.8126, 1.9646, 4.3060], [-2.7947, 1.7585, -0.0690]],
  "forces_ev_per_a": [[-2.10, 0.94, -0.38], [1.70, -1.02, -0.24], [-0.19, 0.42, 0.20], [0.41, 0.08, 0.14], [-0.13, -0.17, 0.22], [-0.11, -0.18, -0.45], [-1.30, -0.26, -0.08], [-0.47, 0.43, -0.29], [0.36, -0.21, 0.23], [-0.19, 0.00, -0.02], [-0.04, 0.25, -0.11], [-0.14, 0.16, -0.11], [0.51, 0.59, -0.59], [-0.04, 0.36, 0.03], [-0.29, -0.36, 0.03], [0.01, 0.06, -0.06], [0.06, -0.01, 0.14], [0.12, -0.16, 0.01], [4.36, -3.69, 14.01], [0.01, -2.53, 4.74], [0.27, 2.32, -4.83], [0.82, 2.75, 2.14], [-0.44, -2.89, -1.79], [0.17, 0.94, -1.19], [-1.29, 0.95, -2.03], [-1.10, 0.56, -2.00], [-1.17, 0.33, -2.56], [-0.82, -0.19, -2.23], [0.59, 0.77, -2.25], [0.35, -0.21, -0.09], [0.17, -0.42, -0.23], [0.48, -0.21, 0.04], [0.01, 0.07, -0.47], [-0.05, 0.28, -0.06], [-0.12, -0.04, -0.04], [0.50, 0.83, -0.82], [-1.48, -3.67, -1.44], [1.98, -0.52, -0.37], [-0.68, 0.52, 0.67], [-0.52, 0.43, 0.39], [-1.04, 2.53, 1.24], [0.23, 0.10, 0.47], [0.14, 0.11, 0.15], [0.44, -0.08, -0.09]]
}



{
  "formula": "C26H42AgClN6O5Si2Te",
  "method": "ωB97M-V with the def2-TZVPD basis set",
  "homo_lumo_gap_ev": 7.631,
  "energy_ha": -3174.760782,
  "de_lowest_ev": 0.121,
  "spin_multiplicity": 1,
  "e_homo_ev": -7.84,
  "symbols": ["Ag", "N", "C", "N", "C", "N", "N", "C", "N", "C", "C", "C", "C", "C", "N", "H", "H", "H", "H", "H", "H", "H", "H", "C", "C", "C", "C", "C", "C", "C", "O", "C", "C", "C", "H", "H", "H", "H", "H", "H", "H", "H", "H", "H", "H", "H", "C", "Si", "C", "C", "C", "Te", "C", "Si", "C", "C", "C", "H", "H", "H", "H", "H", "H", "H", "H", "H", "H", "H", "H", "H", "H", "H", "H", "H", "H", "H", "H", "H", "H", "O", "Cl", "O", "O", "O"],
  "coordinates": [[-1.1515, 0.1830, -0.1907], [-2.5249, 3.3499, -0.6370], [-3.4846, 2.4748, -0.9233], [-4.5808, 2.9293, -1.5381], [-5.5159, 2.0141, -1.7587], [-6.6284, 2.4011, -2.4076], [-5.4560, 0.7209, -1.3824], [-4.3227, 0.3838, -0.7948], [-3.2944, 1.1850, -0.5564], [-4.2147, -1.0351, -0.3258], [-5.2174, -1.9504, -0.6191], [-5.0922, -3.2434, -0.1403], [-3.9844, -3.5708, 0.6252], [-3.0364, -2.5878, 0.8625], [-3.1381, -1.3508, 0.3908], [-2.6456, 4.2981, -0.9420], [-1.6782, 3.0671, -0.1601], [-6.7304, 3.3615, -2.6773], [-7.3664, 1.7391, -2.5548], [-6.0643, -1.6342, -1.2084], [-5.8521, -3.9831, -0.3555], [-3.8523, -4.5651, 1.0294], [-2.1529, -2.7940, 1.4557], [4.6705, 6.7922, 1.1470], [3.7058, 5.6394, 1.1383], [3.8027, 4.6154, 2.0729], [2.9225, 3.5455, 2.0665], [3.1029, 2.4520, 3.0917], [1.8881, 3.5154, 1.1149], [0.9680, 2.3695, 1.1571], [-0.2139, 2.3807, 0.8588], [1.7821, 4.5292, 0.1495], [0.7690, 4.5297, -0.9631], [2.7015, 5.5695, 0.1837], [5.4622, 6.6415, 1.8795], [4.1561, 7.7237, 1.3903], [5.1308, 6.9207, 0.1665], [4.5908, 4.6459, 2.8170], [3.8947, 2.7217, 3.7886], [3.3868, 1.5098, 2.6191], [2.1958, 2.2744, 3.6711], [1.4045, 1.4334, 1.5385], [0.3407, 3.5519, -1.1504], [1.2420, 4.8648, -1.8856], [-0.0396, 5.2276, -0.7315], [2.6379, 6.3414, -0.5764], [3.0705, -4.3832, 1.5925], [2.3815, -3.0551, 2.7152], [2.1409, -3.7477, 4.4396], [3.5250, -1.5764, 2.7906], [0.7197, -2.4917, 2.0422], [0.8977, -1.7186, 0.0326], [0.0142, -3.4479, -0.8538], [-0.4947, -3.3558, -2.6733], [-1.5547, -1.8523, -2.9793], [-1.5305, -4.8976, -2.9550], [1.0171, -3.4117, -3.7622], [4.0273, -4.7505, 1.9698], [3.2325, -4.0053, 0.5808], [2.3889, -5.2356, 1.5327], [3.0924, -4.0706, 4.8682], [1.4714, -4.6108, 4.4291], [1.7110, -2.9992, 5.1089], [4.5166, -1.8574, 3.1513], [3.1230, -0.8269, 3.4777], [3.6470, -1.1140, 1.8080], [0.2606, -1.7203, 2.6622], [0.0250, -3.3325, 1.9820], [-0.8803, -3.6722, -0.2709], [0.7273, -4.2623, -0.7079], [-2.3870, -1.8159, -2.2697], [-1.9802, -1.8902, -3.9855], [-0.9814, -0.9268, -2.8976], [-2.4245, -4.8914, -2.3259], [-0.9661, -5.8058, -2.7307], [-1.8570, -4.9579, -3.9959], [1.6590, -2.5469, -3.5944], [0.7275, -3.4125, -4.8156], [1.5941, -4.3205, -3.5739], [1.7643, 2.1305, -3.2688], [1.3298, 1.1597, -2.3160], [-0.1083, 1.3189, -2.0931], [1.5689, -0.1799, -2.7946], [2.0144, 1.3467, -1.0545]],
  "forces_ev_per_a": [[0.09, -0.21, 0.18], [-0.01, 0.00, 0.01], [-0.02, 0.03, -0.01], [-0.02, -0.02, 0.00], [0.02, 0.00, -0.02], [0.01, 0.00, 0.02], [0.00, 0.01, 0.00], [-0.03, -0.01, 0.03], [0.06, 0.04, -0.07], [0.01, 0.00, 0.00], [0.01, 0.00, -0.01], [0.00, 0.01, 0.01], [-0.01, -0.02, -0.02], [0.03, 0.02, 0.00], [-0.09, -0.04, 0.03], [0.01, 0.00, -0.02], [0.03, 0.02, -0.02], [0.00, 0.00, -0.01], [0.00, 0.00, -0.01], [0.00, 0.00, 0.00], [0.00, 0.00, 0.00], [0.01, 0.00, 0.00], [0.01, -0.01, 0.01], [-0.01, 0.00, 0.00], [0.00, -0.01, 0.01], [0.00, 0.01, -0.01], [-0.01, -0.03, 0.01], [-0.01, 0.01, -0.01], [-0.01, 0.04, 0.01], [0.02, -0.02, 0.03], [0.01, 0.02, -0.01], [0.02, 0.02, -0.03], [0.00, -0.02, 0.04], [0.01, -0.01, -0.01], [0.00, 0.00, 0.00], [0.00, 0.00, 0.00], [0.00, 0.00, 0.00], [0.00, 0.00, 0.00], [0.00, 0.00, 0.00], [0.00, -0.01, 0.00], [0.00, 0.00, 0.00], [-0.01, 0.00, -0.01], [0.00, -0.01, 0.00], [-0.01, 0.02, 0.01], [-0.05, -0.01, 0.02], [0.00, 0.00, 0.00], [-0.02, -0.01, 0.00], [0.03, 0.01, 0.02], [-0.02, -0.01, 0.00], [-0.02, 0.00, 0.01], [0.01, 0.00, -0.05], [-0.08, 0.05, -0.01], [0.02, 0.03, 0.00], [0.00, -0.06, 0.01], [0.00, 0.02, -0.01], [0.00, 0.00, 0.00], [-0.03, 0.02, 0.00], [0.00, 0.00, -0.01], [0.01, 0.00, 0.00], [0.01, 0.00, 0.00], [0.00, 0.00, 0.00], [0.00, 0.00, 0.00], [0.00, 0.00, 0.00], [0.00, -0.01, 0.00], [0.02, 0.02, -0.01], [0.00, 0.01, 0.00], [0.00, 0.00, 0.00], [-0.02, 0.02, 0.00], [0.00, 0.00, 0.02], [-0.01, -0.01, -0.01], [0.01, -0.01, -0.02], [0.00, 0.00, 0.00], [0.00, 0.02, 0.00], [0.00, 0.00, 0.00], [0.00, 0.00, 0.00], [0.00, 0.00, 0.00], [0.02, 0.03, 0.01], [0.01, 0.00, 0.00], [0.00, 0.01, 0.00], [0.00, -0.04, 0.03], [0.10, -0.06, -0.10], [-0.09, 0.16, -0.06], [-0.04, -0.04, 0.04], [0.00, 0.00, -0.01]]
}



{
  "formula": "C2FNO2S",
  "method": "ωB97M-V with the def2-TZVPD basis set",
  "homo_lumo_gap_ev": 9.454,
  "energy_ha": -779.391907,
  "de_lowest_ev": 1.081,
  "spin_multiplicity": 1,
  "e_homo_ev": -9.61,
  "symbols": ["F", "C", "N", "O", "C", "S", "O"],
  "coordinates": [[1.2034, -1.8974, -0.4841], [0.4925, -0.9661, -0.2384], [-0.7772, -1.1646, -0.0696], [-1.2810, 0.0903, 0.0267], [-0.2415, 0.9872, 0.2758], [-0.3838, 2.6569, 0.2639], [0.9876, 0.2937, 0.2257]],
  "forces_ev_per_a": [[4.91, -4.03, -1.17], [-4.72, 3.87, 3.57], [1.98, -0.17, -1.81], [0.80, 2.82, 1.79], [-0.29, 1.98, -1.16], [0.20, -2.72, 0.43], [-2.88, -1.76, -1.65]]
}



{
  "formula": "H7O3",
  "method": "ωB97M-V with the def2-TZVPD basis set",
  "homo_lumo_gap_ev": [3.769, 13.185],
  "energy_ha": -229.774512,
  "de_lowest_ev": 0.089,
  "spin_multiplicity": 2,
  "e_homo_ev": [-3.19, -12.77],
  "symbols": ["O", "H", "H", "O", "H", "H", "O", "H", "H", "H"],
  "coordinates": [[-1.8570, -0.9255, -0.0050], [-1.6406, -1.7440, 0.4815], [-2.8040, -1.0270, -0.0607], [1.9903, -0.0913, -0.0633], [2.8725, 0.3235, -0.0959], [2.1949, -1.0453, -0.0293], [-0.1912, 1.0999, 0.1213], [0.7686, 0.6364, 0.0638], [-0.1998, 1.7031, -0.6668], [-0.8638, 0.3472, 0.0093]],
  "forces_ev_per_a": [[0.27, -0.92, 0.45], [0.60, 0.33, -0.13], [-0.89, 0.52, -0.35], [0.94, -0.24, 0.01], [-0.17, 0.38, -0.03], [-0.50, -0.16, 0.01], [0.60, -0.38, 0.27], [-0.49, 0.04, 0.20], [-0.28, 0.21, -0.36], [-0.08, 0.23, -0.06]]
}



{
  "formula": "C2HO3S",
  "method": "ωB97M-V with the def2-TZVPD basis set",
  "total_charge": -1,
  "homo_lumo_gap_ev": 7.739,
  "energy_ha": -700.573636,
  "de_lowest_ev": 6.164,
  "spin_multiplicity": 1,
  "e_homo_ev": -3.62,
  "symbols": ["C", "C", "O", "O", "O", "S", "H"],
  "coordinates": [[0.7701, -0.2334, 0.7481], [0.1674, 1.4323, 1.4490], [1.3297, 1.8957, 1.7907], [2.7543, 1.6225, -0.2796], [3.4272, 0.3646, 1.6380], [2.3007, 0.8330, 0.8035], [0.5293, -0.1694, -0.2312]],
  "forces_ev_per_a": [[1.19, 4.50, 4.37], [0.47, -3.43, -0.81], [0.29, 0.51, -0.23], [-0.08, 1.16, -1.91], [-1.76, 0.38, -0.75], [0.90, -3.00, 3.08], [-1.01, -0.12, -3.74]]
}



{
  "formula": "C10H12N5O6P",
  "method": "ωB97M-V with the def2-TZVPD basis set",
  "homo_lumo_gap_ev": 8.891,
  "energy_ha": -1455.014535,
  "spin_multiplicity": 1,
  "e_homo_ev": -8.47,
  "symbols": ["N", "C", "N", "C", "N", "C", "C", "N", "C", "N", "C", "O", "C", "C", "O", "P", "O", "O", "O", "C", "C", "O", "H", "H", "H", "H", "H", "H", "H", "H", "H", "H", "H", "H"],
  "coordinates": [[2.3633, 2.9371, 3.7538], [1.9494, 1.7457, 3.2928], [2.5771, 0.6403, 3.7109], [2.1684, -0.5391, 3.2830], [1.1744, -0.8139, 2.4533], [0.5449, 0.2895, 2.0325], [0.8672, 1.6027, 2.4067], [0.0180, 2.4791, 1.7779], [-0.7684, 1.7378, 1.0633], [-0.5153, 0.3982, 1.1814], [-1.1315, -0.7338, 0.5661], [-2.0346, -0.3471, -0.4305], [-2.1516, -1.4194, -1.3385], [-2.6350, -0.8545, -2.6687], [-1.7720, 0.1532, -3.1518], [-0.2027, 0.0542, -2.7654], [0.2848, 0.9358, -1.7210], [0.5283, 0.2583, -4.1415], [-0.0419, -1.5457, -2.5428], [-0.7464, -2.0489, -1.4313], [-0.0771, -1.6580, -0.1053], [0.2189, -2.7688, 0.6763], [1.9617, 3.7705, 3.3635], [3.1973, 2.9779, 4.3118], [2.7205, -1.3918, 3.6554], [-1.5471, 2.1024, 0.4263], [-1.6556, -1.3274, 1.3433], [-2.8708, -2.1613, -0.9578], [-3.6127, -0.3844, -2.5338], [-2.7128, -1.6677, -3.4005], [0.2595, -0.3449, -4.8353], [-0.7717, -3.1364, -1.5425], [0.8215, -1.0717, -0.3364], [0.6809, -2.4280, 1.4721]],
  "forces_ev_per_a": [[-0.07, 0.15, -0.06], [-0.28, -0.26, -0.17], [0.25, 0.47, 0.24], [0.00, -0.31, -0.05], [-0.28, -0.24, -0.22], [0.54, 0.73, 0.60], [-0.15, -0.94, -0.23], [0.11, 0.66, 0.12], [-0.13, 0.11, -0.03], [0.19, 0.22, 0.20], [-0.05, -1.00, 0.05], [-0.07, 0.57, 0.30], [-0.15, -0.45, -0.30], [-0.53, -0.45, 0.47], [1.15, 0.35, 0.10], [-0.51, -0.63, -0.86], [0.05, 0.08, 0.08], [0.29, 0.33, 0.11], [0.29, 1.15, -0.63], [-0.45, -0.54, 0.94], [-0.02, 0.29, -0.03], [0.03, -0.50, 0.13], [0.06, 0.06, 0.05], [-0.02, 0.02, -0.03], [0.05, -0.07, 0.04], [-0.18, 0.03, -0.20], [0.17, 0.16, -0.22], [0.08, 0.07, -0.13], [0.09, -0.14, -0.06], [-0.03, 0.10, 0.09], [-0.14, -0.19, -0.21], [-0.03, 0.19, 0.05], [-0.15, -0.04, 0.06], [-0.11, 0.04, -0.18]]
}